Entry 1:
The following is a quantum chemistry calculation of a structure of composition C39H33CoGeN5O8, from the Open Molecules 2025 dataset.

XYZ file:
```
87
Properties=species:S:1:pos:R:3:forces:R:3:mulliken_spin:R:1
Co -1.3271 -0.2148 -0.2243 0.3845 0.2347 0.0354 0.979
O -1.0661 3.7321 0.7813 0.0236 0.1252 0.0280 0.000
C -1.1134 2.5039 0.9042 -0.0385 -0.1239 0.0748 -0.001
O -0.9955 1.6973 -0.0778 -0.0308 -0.1148 -0.0668 -0.025
C -1.3093 1.9288 2.2984 -0.0062 -0.0308 -0.0377 0.004
C -0.9724 2.7491 3.3391 0.0101 -0.1014 -0.1530 -0.001
C -1.0865 2.3240 4.6694 -0.0103 0.0007 0.1375 0.003
C -1.5724 1.0620 4.9598 0.0193 -0.0330 -0.0821 0.000
C -1.9606 0.2350 3.9284 -0.0703 -0.0536 0.1216 -0.004
C -1.8510 0.5935 2.5269 0.0509 -0.0393 -0.3411 0.005
O -2.1852 -0.1912 1.6077 -0.0060 0.1996 0.3688 0.000
N -2.4934 -1.0626 4.3270 -0.2635 -0.0218 -0.1433 0.000
O -2.2124 -1.4762 5.4516 0.0514 -0.0369 -0.0229 0.001
O -3.2222 -1.6677 3.5614 0.1905 0.1497 0.2305 0.001
N -0.7039 3.1987 5.7421 0.0075 0.0977 -0.0042 0.000
O -0.8149 2.8044 6.9035 0.0295 0.0756 -0.1971 0.002
O -0.2816 4.3196 5.4619 -0.0612 -0.2408 0.1136 0.002
H -0.6067 3.7387 3.1084 -0.0108 -0.0014 0.0101 -0.001
H -1.6560 0.7231 5.9806 0.0032 0.0005 -0.0239 0.000
C -0.1210 -3.9689 -0.0977 0.0258 0.0139 0.0314 -0.010
C -0.3289 -4.4233 -1.3491 0.0012 -0.0787 -0.0490 0.006
C -1.0463 -3.6540 -2.3372 0.0166 0.0919 0.1681 -0.016
C -1.4980 -2.4244 -1.8902 0.0182 0.1729 -0.0266 0.002
N -1.5470 -2.0382 -0.6222 -0.0927 -0.2228 -0.0147 -0.059
C -0.6778 -2.6584 0.4003 -0.1772 -0.0465 -0.0090 0.009
C -1.6447 -1.2757 -2.8134 0.1358 -0.0998 0.0726 0.025
C -1.9624 -1.3422 -4.1673 0.0285 0.0443 0.0231 0.000
C -1.8699 -0.1963 -4.9304 0.0550 0.0796 0.0193 0.002
C -1.4491 0.9906 -4.3319 -0.0279 -0.0461 -0.0373 -0.002
C -1.1697 0.9854 -2.9782 -0.0454 -0.0646 -0.0291 0.015
N -1.2795 -0.1157 -2.2364 -0.1547 0.0187 -0.1155 -0.021
H 0.4916 -4.5345 0.5970 0.0053 -0.0161 0.0073 -0.004
H 0.1197 -5.3677 -1.6478 0.0050 -0.0184 -0.0044 0.000
H -0.9984 -3.8956 -3.3881 0.0208 -0.0018 -0.0602 -0.001
H -1.3041 -2.8442 1.2832 0.0514 -0.0251 -0.0332 0.002
H -2.2533 -2.2918 -4.5955 -0.0268 0.0005 0.0009 -0.001
H -2.1045 -0.2253 -5.9888 -0.0014 0.0186 0.0103 0.000
H -1.3414 1.9053 -4.8996 -0.0040 -0.0100 -0.0176 0.000
H -0.8576 1.8694 -2.4367 0.0137 0.0386 0.0115 0.000
C 0.2508 -1.5133 0.7862 0.0435 -0.0572 -0.0636 0.085
Ge 1.9759 -1.0160 0.2012 0.0105 0.0447 0.1473 -0.025
C 2.2085 -0.6042 -1.7115 0.0314 0.0354 -0.0350 0.005
C 1.7343 -1.5263 -2.6439 -0.1012 -0.0207 0.0416 -0.006
C 1.8647 -1.3064 -4.0077 -0.0744 -0.0513 -0.0029 0.000
C 2.4827 -0.1555 -4.4722 0.0252 0.0601 -0.0388 -0.001
C 2.9821 0.7639 -3.5605 0.0081 -0.0016 -0.0483 0.001
C 2.8511 0.5338 -2.1972 0.0444 0.0300 0.0698 0.000
C 3.5508 -2.2230 0.5147 -0.0436 -0.0766 0.0188 0.004
C 3.4887 -3.5437 0.0620 -0.0619 -0.0063 0.0023 0.003
C 4.5364 -4.4314 0.2562 0.0255 -0.0234 -0.0079 0.001
C 5.6829 -4.0200 0.9231 0.0218 -0.0246 0.0134 0.000
C 5.7669 -2.7150 1.3836 0.0339 0.0033 -0.0039 0.000
C 4.7138 -1.8313 1.1755 0.0378 0.0833 -0.0692 -0.002
C 2.3362 0.5446 1.3613 0.0423 -0.0694 0.0489 -0.009
C 2.5849 0.2780 2.7115 0.0082 -0.0654 -0.0288 0.012
C 2.6647 1.2913 3.6551 0.0158 0.0215 0.0142 0.002
C 2.4985 2.6134 3.2673 0.0038 0.0333 -0.0018 -0.001
C 2.2418 2.9029 1.9358 -0.0341 -0.0219 0.0483 -0.001
C 2.1580 1.8783 1.0007 -0.0932 0.0423 -0.1079 0.002
H 0.2482 -1.3175 1.8596 -0.0585 0.0970 0.0664 -0.013
H 1.2225 -2.4217 -2.3049 -0.0127 0.0004 -0.0043 0.004
H 1.4578 -2.0296 -4.7051 0.0024 -0.0204 -0.0227 0.000
H 2.5694 0.0278 -5.5372 0.0058 0.0023 -0.0125 0.000
H 3.4704 1.6666 -3.9100 0.0127 0.0114 -0.0098 0.000
H 3.2637 1.2594 -1.5056 -0.0262 0.0054 0.0237 -0.001
H 2.5908 -3.8911 -0.4401 -0.0015 0.0185 -0.0059 0.002
H 4.4551 -5.4497 -0.1072 0.0024 -0.0160 -0.0050 0.000
H 6.5004 -4.7129 1.0863 0.0176 -0.0094 0.0018 0.000
H 6.6551 -2.3804 1.9076 0.0253 0.0044 0.0110 0.000
H 4.8079 -0.8117 1.5328 -0.0172 0.0093 0.0274 0.000
H 2.6941 -0.7507 3.0415 0.0004 -0.0076 -0.0113 -0.001
H 2.8313 1.0467 4.6975 0.0042 0.0001 0.0233 0.000
H 2.5284 3.4071 4.0038 -0.0133 0.0181 0.0138 0.000
H 2.0421 3.9214 1.6299 0.0119 0.0470 -0.0266 0.000
H 1.8769 2.1359 -0.0131 -0.0015 -0.0265 -0.0366 0.001
C -5.9597 3.3679 -1.8587 -0.0030 0.0166 0.0239 0.000
N -4.8084 2.5871 -1.4982 -0.0722 -0.0340 -0.0777 -0.001
C -3.5321 3.2661 -1.4171 0.0375 0.0282 0.0261 0.001
C -4.8931 1.2424 -1.3416 -0.0187 0.0136 0.0851 0.005
O -3.9767 0.4967 -1.0919 -0.0182 -0.0606 -0.0850 0.007
H -5.8740 3.7671 -2.8762 0.0129 0.0038 0.0051 0.000
H -6.0796 4.2128 -1.1750 -0.0079 0.0004 0.0088 0.000
H -6.8567 2.7515 -1.8034 -0.0170 -0.0070 -0.0140 0.000
H -3.5631 4.0538 -0.6635 0.0201 0.0241 0.0119 0.000
H -3.2773 3.7079 -2.3850 0.0189 0.0255 -0.0236 0.000
H -2.7614 2.5567 -1.1308 0.0402 -0.0128 0.0197 0.010
H -5.9326 0.8783 -1.4551 -0.0082 -0.0025 -0.0054 0.000
```
Positions in Å, forces in eV/Å.

## Properties
- ΔE to the lowest compared entry with this formula, charge and spin: 0.00 kJ/mol
- 2S+1: 2
- Charge: -2
- F_max: 0.45 eV Å⁻¹
- E: -158948.3410 eV
- E_HOMO (alpha / beta): -0.826 / -0.959 eV
- Expectation value of S²: 0.78

=====

Entry 2:
The following is a quantum chemistry calculation of a cluster of 2 separate species, C25H28F3N4O in total at a distorted geometry, from the Open Molecules 2025 dataset.

XYZ file:
```
61
Properties=species:S:1:pos:R:3:forces:R:3:nbo_charge:R:1
C -2.0799 4.5873 0.0392 0.2917 0.5457 -0.1054 -0.424
N -1.8039 3.1826 0.2362 -0.4668 -0.4959 0.0667 -0.457
C -2.8138 2.3004 0.4828 -1.3580 0.5017 0.2406 0.675
O -4.0044 2.5854 0.5840 1.8994 -0.6424 -0.1637 -0.566
C -2.1906 0.9042 0.6073 -0.7622 0.2145 0.6223 -0.130
C -2.7412 -0.0541 -0.4523 0.1678 -0.0609 -0.3578 -0.433
C -4.2296 -0.2931 -0.3042 -0.0842 -0.0757 0.0106 0.058
C -5.1030 0.0668 -1.3360 0.0599 -0.0299 0.3525 -0.217
C -6.4783 -0.1182 -1.1833 0.1339 -0.1044 0.2176 -0.195
C -6.9797 -0.6722 0.0030 0.3033 0.0477 -0.0948 -0.199
C -6.1020 -1.0459 1.0294 0.1968 0.0791 -0.1400 -0.191
C -4.7238 -0.8607 0.8737 -0.3252 0.1211 -0.3085 -0.246
N -0.7593 1.1852 0.4605 1.9231 -2.1645 0.1852 -0.304
C 0.1816 0.2206 0.5476 -2.2304 1.0666 0.0226 0.233
C 1.5448 0.4464 0.3877 1.9991 -0.2416 -0.1318 -0.358
C 2.5658 -0.4973 0.4614 -1.5946 0.8327 0.1026 0.008
C 3.9483 -0.1580 0.2843 1.5731 0.4730 -0.2205 -0.051
C 4.9593 -1.1600 0.3570 -0.6223 0.3093 0.0060 -0.146
C 6.3014 -0.8448 0.1918 0.2027 -0.0046 -0.0177 -0.168
C 6.6956 0.4830 -0.0508 -0.6202 -0.3844 0.1134 -0.098
C 8.0826 0.8169 -0.2164 2.5376 0.5696 -0.2974 0.235
N 9.2126 1.0940 -0.3510 -2.6186 -0.6364 0.3092 -0.213
C 5.7227 1.4882 -0.1282 -0.3041 0.2171 -0.0068 -0.155
C 4.3777 1.1824 0.0345 0.0031 -0.4814 0.0658 -0.169
C -0.4626 2.6121 0.2106 -0.1650 0.9295 -0.2247 0.330
C 0.1438 2.8277 -1.1829 -0.0994 -0.1732 -0.1101 -0.637
C 0.3594 3.2264 1.3513 -0.1198 -0.1683 0.1629 -0.639
H -3.1594 4.7514 0.1004 0.2487 -0.2150 0.0222 0.270
H -1.5854 5.1968 0.8049 -0.1477 -0.0996 -0.0923 0.207
H -1.7265 4.9219 -0.9436 -0.1227 -0.0686 0.1482 0.206
H -2.3989 0.5199 1.6249 0.1417 0.1674 -0.4551 0.245
H -2.5307 0.3862 -1.4423 -0.0339 -0.2604 0.2596 0.221
H -2.1836 -1.0022 -0.3703 -0.1786 0.1976 -0.1266 0.211
H -4.6862 0.5170 -2.2416 -0.2621 -0.1500 0.2399 0.209
H -7.1509 0.1801 -1.9897 0.1559 -0.1326 0.3004 0.226
H -8.0547 -0.8137 0.1248 0.3378 0.0456 -0.0209 0.227
H -6.4811 -1.4770 1.9578 0.0451 0.1268 -0.3275 0.225
H -4.0205 -1.1409 1.6639 -0.3525 0.0038 -0.1491 0.199
H -0.1807 -0.7901 0.7608 -0.0492 0.3482 -0.0717 0.231
H 1.8370 1.4716 0.1853 -0.0057 -0.5390 0.0649 0.219
H 2.3235 -1.5392 0.6851 0.0285 0.2137 -0.0578 0.217
H 4.6592 -2.1946 0.5503 0.1864 0.3225 -0.0569 0.232
H 7.0673 -1.6227 0.2498 -0.3362 0.2613 -0.0089 0.254
H 6.0281 2.5205 -0.3173 -0.1064 -0.3928 0.0745 0.248
H 3.6529 1.9982 -0.0313 0.3570 -0.3002 0.0180 0.213
H -0.5539 2.4391 -1.9394 0.2154 0.1955 0.1810 0.236
H 0.3052 3.8993 -1.3507 -0.0344 -0.2973 0.0211 0.243
H 1.0933 2.3048 -1.3037 -0.1036 0.2263 -0.1035 0.217
H -0.2003 3.1016 2.2896 0.1992 0.1400 -0.2325 0.239
H 1.3279 2.7390 1.4685 -0.0815 0.2558 0.0490 0.217
H 0.5165 4.2940 1.1566 -0.0245 -0.2901 0.0769 0.243
F -0.5578 -6.7474 -0.3675 1.3702 0.4411 -0.1355 -0.318
C 0.7547 -6.3869 -0.4938 0.3549 -1.1542 -0.1335 0.975
F 1.4947 -7.1612 0.3584 -0.8951 0.5654 -0.9638 -0.317
F 1.1517 -6.6848 -1.7812 -0.4505 0.0814 1.2206 -0.336
C 0.9843 -4.9223 -0.2191 -0.0116 0.1120 0.0676 -0.312
N 2.4057 -4.6013 -0.3815 -0.2865 -0.0843 -0.3101 -0.812
H 0.3209 -4.3833 -0.9128 -0.0256 -0.0227 0.3025 0.192
H 0.6990 -4.7711 0.8255 -0.1593 0.1709 -0.1757 0.215
H 2.6805 -4.9138 -1.3116 0.1935 0.1765 0.1752 0.376
H 2.5449 -3.5941 -0.3467 -0.0870 -0.2892 -0.0991 0.341
```
Positions in Å, forces in eV/Å.

## Properties
- Charge: +1
- F_max: 2.90 eV Å⁻¹
- E: -42533.3160 eV
- E_HOMO: -11.435 eV

=====

Q: What is the formula in the second record?
A: C25H28F3N4O

=====

Q: What is the formula in the first record?
A: C39H33CoGeN5O8